[1]
2 unconnected molecules or ions with the total composition C5H10O, computed with the ωB97M-V functional and the def2-TZVPD basis.

Results
orbital gap = 8.82 eV
total charge = 0
total energy = -7388.995 eV
lowest unoccupied orbital energy = 0.3 eV
relative energy (zero: lowest compared OMol25 entry of this formula, charge and spin) = 5.770 eV

CARTESIAN COORDINATES (ANGSTROEM)
C  1.491218  0.567698  -0.527924
C  0.345959  -0.375753  -0.263883
O  0.771243  -1.466274  0.489349
C  -0.681856  -0.571963  -1.306495
C  -1.095222  0.199118  -0.062545
C  -0.116295  0.862866  1.963944
H  1.123569  1.533599  -0.886341
H  2.152327  0.133068  -1.285763
H  2.043833  0.738547  0.396642
H  0.166428  -2.204458  0.349727
H  -0.589539  -0.013452  -2.232607
H  -1.116566  -1.563384  -1.416276
H  -1.817606  -0.314132  0.566461
H  -1.282372  1.260037  -0.198597
H  -0.335884  -0.157654  2.343341
H  -1.097070  1.377385  2.069476

Force components x, y, z for each atom (eV/Å):
C -0.02 0.02 -0.02
C 0.12 0.18 -0.21
O -0.19 -0.19 -0.02
C 0.06 -0.10 -0.17
C -0.26 0.18 0.22
C -0.30 -0.06 0.05
H 0.03 -0.15 0.03
H -0.08 0.03 0.11
H -0.10 -0.02 -0.13
H 0.10 0.05 0.01
H 0.02 -0.08 0.12
H 0.07 0.14 0.02
H 0.22 0.05 -0.08
H 0.12 -0.18 0.02
H 0.09 0.21 0.00
H 0.12 -0.08 0.05

[2]
A molecular structure, C5H10O, computed with the ωB97M-V functional and the def2-TZVPD basis.

Results
orbital gap = 7.93 eV
total charge = 0
total energy = -7387.850 eV
lowest unoccupied orbital energy = 0.8 eV
relative energy (zero: lowest compared OMol25 entry of this formula, charge and spin) = 6.916 eV

CARTESIAN COORDINATES (ANGSTROEM)
C  -0.709127  1.399861  -1.390495
C  -0.263246  0.196749  0.138347
C  -1.100960  -0.996377  -0.217818
C  1.222037  0.126469  0.149289
C  1.830271  -0.704529  1.190939
O  1.698622  -1.228616  -0.118997
H  -0.205342  2.360159  -1.569293
H  -1.696851  1.601529  -0.980915
H  -0.762462  0.799410  -2.299756
H  -0.672765  0.881552  0.883241
H  -2.151158  -0.763948  -0.410607
H  -1.041443  -1.659436  0.654078
H  -0.660269  -1.536171  -1.057679
H  0.358615  1.021958  -0.794527
H  2.848189  -0.492308  1.522992
H  1.218935  -1.214392  1.945579

Force components x, y, z for each atom (eV/Å):
C -0.18 0.07 -0.15
C -0.10 0.01 0.02
C 0.00 -0.02 0.00
C -0.02 0.03 0.13
C 0.12 -0.01 0.32
O 0.02 -0.14 -0.11
H -0.01 -0.15 0.05
H 0.14 -0.03 -0.05
H 0.03 0.07 0.14
H 0.08 -0.11 -0.08
H 0.16 0.00 0.05
H -0.01 0.04 -0.11
H -0.07 0.08 0.11
H -0.08 0.12 -0.10
H -0.16 -0.02 -0.07
H 0.07 0.07 -0.13

[3]
C5H10O in the gas phase at a distorted geometry, computed with the ωB97M-V functional and the def2-TZVPD basis.

Results
orbital gap (alpha / beta) = 8.31 / 8.06 eV
total charge = 0
total energy = -7391.058 eV
lowest unoccupied orbital energy (alpha / beta) = 0.9 / 0.8 eV
relative energy (zero: lowest compared OMol25 entry of this formula, charge and spin) = 3.708 eV

CARTESIAN COORDINATES (ANGSTROEM)
C  2.532769  -0.236613  0.216300
O  1.440385  0.398653  0.553845
C  0.624211  1.067657  -0.208494
C  -0.786569  1.158981  0.272437
C  -1.571088  -0.034891  -0.309177
C  -0.869581  -1.358335  0.024494
H  2.867269  -0.175208  -0.815785
H  0.188183  -1.344677  -0.230303
H  3.150459  -0.551821  1.043970
H  0.818657  0.988096  -1.283330
H  -0.800144  1.105163  1.368254
H  -1.239667  2.116842  -0.017022
H  -1.666698  0.098344  -1.396133
H  -2.596141  -0.059242  0.083589
H  -0.927516  -1.542622  1.104081
H  -1.320721  -2.201556  -0.506668

Force components x, y, z for each atom (eV/Å):
C 0.64 -0.15 -0.35
O 0.20 -0.01 1.17
C -0.57 0.35 -0.85
C 0.00 -0.06 0.00
C -0.15 -0.08 -0.01
C -0.28 -0.02 0.00
H 0.01 -0.04 0.17
H -0.09 -0.07 -0.12
H -0.09 0.03 -0.15
H 0.03 0.20 0.16
H 0.08 0.05 -0.15
H 0.05 -0.23 0.01
H 0.11 -0.08 0.17
H 0.13 0.10 -0.04
H 0.00 -0.07 -0.17
H -0.06 0.09 0.16

[4]
A molecular structure, C5H10O, computed with the ωB97M-V functional and the def2-TZVPD basis.

Results
orbital gap = 9.89 eV
total charge = 0
total energy = -7390.154 eV
lowest unoccupied orbital energy = 1.0 eV
relative energy (zero: lowest compared OMol25 entry of this formula, charge and spin) = 4.611 eV

CARTESIAN COORDINATES (ANGSTROEM)
C  0.502867  -1.056274  1.824234
C  0.703464  0.165597  0.951213
O  1.915792  0.421382  0.505908
C  -0.269639  -0.252328  -0.593980
C  -1.300899  0.794574  -0.924198
C  -0.177861  0.635007  -1.864600
H  0.959526  -1.933795  1.357102
H  -0.551502  -1.246857  2.049013
H  1.038991  -0.859343  2.760177
H  0.085130  1.023785  1.286557
H  0.945623  -0.012171  -0.429115
H  -0.520502  -1.300414  -0.729700
H  -2.276161  0.420469  -1.220824
H  -1.328883  1.681787  -0.295369
H  0.607181  1.388320  -1.863519
H  -0.333127  0.130260  -2.812899

Force components x, y, z for each atom (eV/Å):
C 0.03 -0.02 -0.01
C -0.23 -0.04 0.33
O 0.14 0.05 0.02
C -0.12 -0.24 0.00
C -0.13 0.08 0.04
C 0.08 0.10 -0.21
H -0.07 0.12 0.06
H 0.14 0.03 -0.04
H -0.08 -0.01 -0.12
H 0.12 -0.14 -0.08
H 0.00 0.06 -0.15
H 0.02 0.18 0.03
H 0.16 0.04 0.05
H 0.03 -0.15 -0.11
H -0.12 -0.14 0.02
H 0.02 0.07 0.17

[5]
C5H10O in the gas phase, computed with the ωB97M-V functional and the def2-TZVPD basis.

Results
SMILES = C=C(O)C(C)C
orbital gap = 9.64 eV
total charge = 0
total energy = -7394.143 eV
lowest unoccupied orbital energy = 0.9 eV
relative energy (zero: lowest compared OMol25 entry of this formula, charge and spin) = 0.622 eV

CARTESIAN COORDINATES (ANGSTROEM)
C  1.816665  -0.455615  -1.066626
C  1.032981  0.018110  -0.093875
O  1.459231  0.961012  0.793650
C  -0.415052  -0.386492  0.131336
C  -1.321179  0.233795  -0.943400
C  -0.923298  -0.051491  1.538933
H  1.449353  -1.208124  -1.757353
H  2.828001  -0.073136  -1.210095
H  2.374947  1.169496  0.563974
H  -0.463513  -1.476008  0.002972
H  -0.997066  -0.068789  -1.943943
H  -1.309011  1.329628  -0.900318
H  -2.357730  -0.095984  -0.805601
H  -0.943171  1.030132  1.709965
H  -0.287309  -0.492258  2.313082
H  -1.943842  -0.434270  1.667301

Force components x, y, z for each atom (eV/Å):
C -0.15 0.07 0.09
C -0.09 -0.24 -0.20
O 0.21 0.11 -0.10
C -0.05 -0.08 -0.02
C -0.04 0.04 -0.08
C 0.02 0.01 0.03
H 0.07 0.13 0.14
H -0.21 -0.15 0.02
H -0.12 0.09 0.16
H 0.07 0.16 0.01
H -0.05 0.07 0.14
H 0.05 -0.17 0.05
H 0.16 0.04 0.01
H 0.01 -0.17 -0.08
H -0.10 0.04 -0.12
H 0.22 0.06 -0.05

[6]
C5H10O in the gas phase, computed with the ωB97M-V functional and the def2-TZVPD basis.

Results
SMILES = OCCC1CC1
orbital gap = 11.20 eV
total charge = 0
total energy = -7393.636 eV
lowest unoccupied orbital energy = 1.1 eV
relative energy (zero: lowest compared OMol25 entry of this formula, charge and spin) = 1.130 eV

CARTESIAN COORDINATES (ANGSTROEM)
O  2.244322  0.858619  0.200801
C  1.910345  -0.505997  0.054186
C  0.511332  -0.718876  -0.515445
C  -0.569551  -0.146085  0.379682
C  -1.997525  -0.142265  -0.077685
C  -1.247226  1.154809  0.028005
H  1.553224  1.265560  0.739736
H  1.993915  -1.040942  1.016113
H  2.662781  -0.930603  -0.617414
H  0.347655  -1.796183  -0.653170
H  0.450277  -0.252600  -1.507362
H  -0.419377  -0.340530  1.443052
H  -2.207868  -0.532200  -1.070654
H  -2.768097  -0.354724  0.657939
H  -0.943704  1.636443  -0.898891
H  -1.520505  1.845575  0.821100

Force components x, y, z for each atom (eV/Å):
O -0.16 0.21 0.18
C -0.04 -0.40 -0.09
C -0.02 0.00 -0.05
C 0.10 -0.09 0.10
C -0.15 -0.11 -0.04
C 0.03 0.20 0.00
H 0.13 0.02 -0.12
H 0.00 0.13 -0.12
H -0.10 0.05 0.08
H 0.06 0.11 0.04
H -0.01 -0.07 0.11
H -0.05 0.04 -0.16
H 0.06 0.08 0.14
H 0.12 0.07 -0.13
H -0.03 -0.10 0.17
H 0.05 -0.15 -0.10

[7]
C5H10O in the gas phase at a distorted geometry, computed with the ωB97M-V functional and the def2-TZVPD basis.

Results
SMILES = C[C@@H]1[C@H](C)[C@@H]1O
orbital gap = 8.87 eV
total charge = 0
total energy = -7391.486 eV
lowest unoccupied orbital energy = 0.9 eV
relative energy (zero: lowest compared OMol25 entry of this formula, charge and spin) = 3.279 eV

CARTESIAN COORDINATES (ANGSTROEM)
C  -0.151787  -1.448969  1.064699
C  0.652909  -0.172655  0.961387
C  0.118107  1.098023  -0.024363
C  -1.208550  1.120454  -0.703432
C  1.201118  0.183549  -0.392935
O  0.788409  -0.626007  -1.464611
H  0.518959  -2.318014  1.162375
H  -0.770285  -1.443480  1.966387
H  -0.786280  -1.637851  0.190729
H  0.268533  0.696031  1.523970
H  0.496695  2.068500  0.323083
H  -1.718337  0.159086  -0.600182
H  -1.057250  1.316337  -1.766061
H  -1.851379  1.899475  -0.278453
H  2.216794  0.557829  -0.504409
H  1.282344  -1.452306  -1.458184

Force components x, y, z for each atom (eV/Å):
C -0.19 0.03 -0.01
C -1.14 0.57 -0.33
C -0.02 0.12 -0.84
C -0.12 -0.05 -0.25
C 0.17 0.58 -0.16
O 0.25 -0.36 0.03
H -0.07 0.33 -0.05
H 0.00 0.02 -0.15
H -0.03 -0.03 0.17
H 1.54 -0.69 1.65
H -0.35 -0.46 0.23
H 0.02 0.12 -0.12
H -0.26 -0.01 -0.10
H 0.14 -0.15 -0.10
H 0.02 -0.05 -0.02
H 0.04 0.02 0.04

[8]
A molecular structure, C5H10O at a distorted geometry, computed with the ωB97M-V functional and the def2-TZVPD basis.

Results
orbital gap (alpha / beta) = 8.20 / 8.20 eV
total charge = 0
total energy = -7391.023 eV
lowest unoccupied orbital energy (alpha / beta) = -0.4 / -0.4 eV
relative energy (zero: lowest compared OMol25 entry of this formula, charge and spin) = 3.742 eV

CARTESIAN COORDINATES (ANGSTROEM)
C  1.845255  -0.730460  0.029365
C  0.560390  1.286247  -0.403594
C  0.786723  0.241165  0.537483
O  0.580741  0.337183  1.760517
C  -0.806711  -0.419707  -0.353650
C  -2.069895  0.037428  0.274011
H  1.764762  -1.007733  -1.019765
H  2.814524  -0.252298  0.173110
H  1.812791  -1.610893  0.653494
H  0.771753  1.221640  -1.463172
H  0.514104  2.307040  -0.011337
H  -0.594418  -1.455016  -0.039197
H  -0.834487  -0.406590  -1.427502
H  -2.284683  1.047792  -0.047749
H  -2.896080  -0.623080  -0.016027
H  -1.964770  0.027275  1.354020

Force components x, y, z for each atom (eV/Å):
C 0.14 -0.50 0.13
C -0.55 -0.46 0.13
C 2.21 0.33 0.26
O -0.32 -0.03 -0.07
C -0.65 0.27 -0.78
C -0.20 0.40 0.19
H -0.13 0.02 -0.08
H -0.02 0.01 0.05
H 0.04 -0.38 0.12
H 0.18 -0.38 0.15
H -1.19 -0.32 0.00
H 0.75 0.71 0.12
H 0.05 0.07 -0.45
H -0.37 0.17 0.03
H 0.13 0.05 0.06
H -0.06 0.03 0.16

[9]
C5H10O in the gas phase, computed with the ωB97M-V functional and the def2-TZVPD basis.

Results
orbital gap = 8.19 eV
total charge = 0
total energy = -7390.524 eV
lowest unoccupied orbital energy = 0.2 eV
relative energy (zero: lowest compared OMol25 entry of this formula, charge and spin) = 4.241 eV

CARTESIAN COORDINATES (ANGSTROEM)
C  -0.711358  -0.673236  -1.581462
C  -1.355868  0.298487  -0.486196
C  0.039781  0.551745  -0.441489
C  0.956286  0.541517  1.814351
C  0.957561  -0.253449  0.475024
O  0.515650  -1.501716  0.575520
H  0.083327  -1.338721  -1.040136
H  -1.471748  -1.457536  -1.648676
H  -0.536191  -0.237800  -2.563147
H  -2.041018  1.042063  -0.883097
H  -1.726282  -0.337616  0.314953
H  0.422952  1.376275  -1.048706
H  -0.034743  0.478864  2.276266
H  1.669629  0.048837  2.478779
H  1.249012  1.595168  1.714492
H  1.983010  -0.132883  0.043523

Force components x, y, z for each atom (eV/Å):
C 0.04 -0.22 -0.37
C -0.02 0.13 0.17
C -0.11 -0.01 0.06
C 0.00 0.00 0.09
C 0.06 0.41 -0.04
O 0.04 -0.16 -0.02
H -0.05 0.10 -0.01
H 0.09 0.09 0.08
H -0.02 -0.03 0.17
H 0.14 -0.09 0.05
H 0.02 0.10 -0.11
H -0.04 -0.14 0.08
H 0.12 0.01 -0.09
H -0.09 0.05 -0.10
H -0.03 -0.15 -0.04
H -0.15 -0.08 0.07

[10]
2 unconnected molecules or ions with the total composition C5H10O, computed with the ωB97M-V functional and the def2-TZVPD basis.

Results
SMILES = C[C@@H]1C=CC1.O
orbital gap = 10.62 eV
total charge = 0
total energy = -7392.943 eV
lowest unoccupied orbital energy = 1.0 eV
relative energy (zero: lowest compared OMol25 entry of this formula, charge and spin) = 1.822 eV

CARTESIAN COORDINATES (ANGSTROEM)
C  1.373567  -0.956485  0.075325
C  0.469825  0.008866  0.837783
C  -1.040713  -0.044786  0.696922
C  -1.142365  1.205098  0.230921
C  0.347500  1.465557  0.277211
H  1.179259  -2.000644  0.348173
H  1.264973  -0.856727  -1.012352
H  2.424343  -0.746974  0.307299
H  0.753051  -0.000366  1.895950
H  -1.764704  -0.820641  0.929603
H  -1.990115  1.832293  -0.032735
H  0.647668  2.254199  0.972595
H  0.854030  1.628387  -0.682862
O  -1.450593  -1.152011  -1.784478
H  -1.342515  -0.266258  -1.408257
H  -0.583204  -1.549513  -1.651097

Force components x, y, z for each atom (eV/Å):
C -0.01 -0.01 0.00
C 0.14 -0.04 0.13
C -0.06 0.15 0.14
C -0.10 -0.04 0.17
C 0.14 0.18 0.02
H -0.01 0.17 -0.02
H -0.03 0.02 0.17
H -0.16 -0.03 -0.04
H 0.06 0.05 -0.07
H 0.11 0.14 -0.06
H 0.14 -0.09 0.03
H 0.06 -0.05 -0.06
H -0.13 -0.05 0.15
O 0.09 -0.08 -0.39
H -0.13 -0.25 -0.10
H -0.11 -0.08 -0.09

[11]
2 unconnected molecules or ions with the total composition C5H10O, computed with the ωB97M-V functional and the def2-TZVPD basis.

Results
SMILES = CC1C=C1.CO
orbital gap = 10.57 eV
total charge = 0
total energy = -7391.462 eV
lowest unoccupied orbital energy = 1.1 eV
relative energy (zero: lowest compared OMol25 entry of this formula, charge and spin) = 3.303 eV

CARTESIAN COORDINATES (ANGSTROEM)
C  1.566561  -0.486278  0.427381
C  0.582450  -0.262005  1.566476
C  -0.752016  -0.944692  1.614640
C  -0.788395  0.323478  1.362084
H  2.203673  0.393308  0.263640
H  2.234450  -1.327254  0.648753
H  1.051573  -0.722180  -0.511188
H  1.088202  -0.052781  2.515878
H  -1.274513  -1.877183  1.764538
H  -1.350858  1.211354  1.117902
C  -0.941018  0.416389  -1.994775
O  -0.655198  1.598354  -1.275525
H  -0.181919  0.205298  -2.761615
H  -1.901143  0.568440  -2.492240
H  -1.031425  -0.459212  -1.336462
H  0.182508  1.464632  -0.813623

Force components x, y, z for each atom (eV/Å):
C 0.00 -0.03 -0.04
C 0.29 0.02 0.09
C -0.08 0.19 -0.03
C -0.10 -0.24 0.08
H -0.10 -0.10 0.03
H -0.08 0.12 -0.01
H 0.06 0.04 0.16
H -0.10 -0.03 -0.12
H 0.07 0.14 -0.02
H 0.07 -0.16 0.07
C -0.15 -0.28 -0.26
O 0.27 0.06 0.08
H -0.12 0.04 0.11
H 0.12 -0.01 0.03
H -0.01 0.17 -0.10
H -0.14 0.08 -0.08

[12]
A molecular structure, C5H10O at a distorted geometry, computed with the ωB97M-V functional and the def2-TZVPD basis.

Results
orbital gap = 10.12 eV
total charge = 0
total energy = -7390.361 eV
lowest unoccupied orbital energy = 1.0 eV
relative energy (zero: lowest compared OMol25 entry of this formula, charge and spin) = 4.405 eV

CARTESIAN COORDINATES (ANGSTROEM)
O  0.011464  -1.154534  -1.967447
C  0.374498  0.157320  -2.128905
C  0.845094  0.564303  -0.768482
C  -0.377804  -0.037823  0.371277
C  0.345693  0.056630  1.708320
C  -0.659307  -1.000818  1.624813
H  -0.277735  -0.978521  -0.744664
H  -0.410795  0.822922  -2.541855
H  1.304338  0.393771  -2.696430
H  0.990061  1.649441  -0.627428
H  1.760037  0.007417  -0.531182
H  -1.252892  0.596100  0.240539
H  1.386447  -0.264128  1.660346
H  0.168846  0.959550  2.270996
H  -0.375976  -2.046506  1.601997
H  -1.603915  -0.816028  2.156123

Force components x, y, z for each atom (eV/Å):
O -0.80 -0.11 2.10
C 0.52 0.75 0.21
C -1.02 -0.50 1.36
C 0.98 1.55 -0.39
C 0.02 0.29 0.41
C 0.32 -0.11 -0.42
H 0.41 -1.07 -3.11
H 0.07 -0.24 0.22
H -0.41 -0.76 -0.48
H -0.27 -0.44 0.42
H -0.28 0.20 0.03
H 0.29 0.17 0.16
H -0.24 0.21 0.00
H -0.01 -0.09 0.38
H 0.16 0.15 -0.12
H 0.27 -0.01 -0.78

relative energy (zero: lowest compared OMol25 entry of this formula, charge and spin) of number 9 (C5H10O)? 4.241 eV